Computed, not measured: C33H47AuGeN2OPSeSi as an isolated structure, with ωB97M-V/def2-TZVPD.

Last column: Löwdin charge in e.
CARTESIAN COORDINATES (ANGSTROEM)
Au: -0.396 -0.259 0.632  0.914
O: 2.450 -0.670 0.228  -0.125
C: 3.111 -0.450 1.456  -0.187
C: 2.230 0.134 2.538  -0.259
C: 2.852 0.524 3.722  -0.012
C: 2.118 1.141 4.712  -0.033
C: 0.763 1.369 4.497  -0.039
C: 0.212 0.943 3.311  -0.136
N: 0.924 0.319 2.356  -0.027
H: 2.890 -0.136 -0.442  0.063
H: 3.938 0.251 1.318  0.122
H: 3.535 -1.390 1.823  0.133
H: 3.916 0.359 3.838  0.129
H: 2.592 1.458 5.631  0.119
H: 0.146 1.865 5.232  0.115
H: -0.834 1.109 3.088  0.104
N: -0.663 1.658 0.229  -0.353
P: 0.238 2.383 -0.826  0.760
C: 0.254 1.748 -2.530  -0.300
C: 0.828 0.504 -2.797  -0.133
C: 0.783 -0.040 -4.069  -0.069
C: 0.147 0.651 -5.094  -0.069
C: -0.442 1.878 -4.837  -0.063
C: -0.390 2.426 -3.561  -0.062
C: 2.007 2.521 -0.367  -0.287
C: 3.083 2.259 -1.212  -0.095
C: 4.389 2.434 -0.763  -0.073
C: 4.626 2.907 0.520  -0.079
C: 3.557 3.195 1.360  -0.075
C: 2.257 2.992 0.923  -0.090
C: -0.302 4.100 -0.933  -0.307
C: 0.485 5.055 -1.574  -0.083
C: 0.049 6.367 -1.658  -0.070
C: -1.170 6.729 -1.098  -0.072
C: -1.951 5.782 -0.452  -0.067
C: -1.519 4.465 -0.368  -0.074
H: 1.291 -0.060 -1.994  0.085
H: 1.236 -1.004 -4.262  0.108
H: 0.109 0.228 -6.089  0.109
H: -0.945 2.416 -5.630  0.110
H: -0.853 3.386 -3.372  0.105
H: 2.909 1.929 -2.228  0.103
H: 5.218 2.226 -1.427  0.111
H: 5.642 3.067 0.858  0.110
H: 3.738 3.584 2.354  0.111
H: 1.418 3.212 1.574  0.110
H: 1.440 4.776 -2.005  0.113
H: 0.660 7.108 -2.156  0.108
H: -1.509 7.755 -1.164  0.108
H: -2.898 6.067 -0.013  0.108
H: -2.110 3.711 0.135  0.077
C: 1.942 -5.542 -0.247  -0.211
Ge: 0.100 -5.707 0.372  0.754
C: 0.057 -6.234 2.251  -0.222
C: -0.948 -6.921 -0.734  -0.212
C: -0.704 -3.899 0.153  -0.552
Se: 0.043 -2.608 1.393  0.932
C: -1.155 -2.926 2.883  -0.320
H: 2.493 -6.462 -0.051  0.026
H: 2.450 -4.725 0.266  0.012
H: 1.973 -5.350 -1.320  0.025
H: 0.539 -7.206 2.357  0.028
H: -0.964 -6.324 2.622  0.027
H: 0.605 -5.528 2.877  0.013
H: -0.526 -7.925 -0.693  0.026
H: -0.948 -6.595 -1.774  0.024
H: -1.979 -6.970 -0.386  0.024
H: -1.788 -3.881 0.261  0.024
H: -0.456 -3.540 -0.846  0.018
H: -0.943 -3.916 3.275  0.012
H: -2.187 -2.850 2.555  0.009
H: -0.940 -2.175 3.640  0.031
C: -3.909 1.335 -0.164  -0.195
Si: -3.509 -0.461 -0.459  0.415
C: -4.466 -1.084 -1.943  -0.178
C: -3.978 -1.463 1.057  -0.186
C: -1.686 -0.712 -0.884  -0.359
H: -4.987 1.468 -0.043  0.037
H: -3.583 1.936 -1.015  0.029
H: -3.405 1.726 0.721  0.012
H: -5.541 -1.003 -1.772  0.035
H: -4.242 -2.131 -2.163  0.031
H: -4.226 -0.498 -2.834  0.034
H: -5.058 -1.418 1.219  0.039
H: -3.500 -1.062 1.955  0.023
H: -3.710 -2.517 0.954  0.015
H: -1.440 -0.073 -1.733  -0.004
H: -1.480 -1.743 -1.169  -0.014

Net charge ... +1
Energy above the lowest of the compared OMol25 structures with the same formula, charge and spin ... 0.00 kcal per mole

---

Computed, not measured: a 2-piece molecular cluster, C33H47Br2ClFN7O3S2 overall, with ωB97M-V/def2-TZVPD.

Last column: Löwdin charge in e.
CARTESIAN COORDINATES (ANGSTROEM)
C: -3.229 4.011 4.506  -0.007
C: -4.555 3.896 4.012  -0.062
C: -5.339 2.510 3.838  -0.361
O: -5.030 1.593 4.663  0.045
O: -6.341 2.332 2.846  -0.075
C: -6.039 1.214 1.959  -0.173
C: -5.147 1.754 0.736  -0.178
C: -4.449 0.603 -0.146  -0.220
C: -3.165 1.249 -0.929  -0.208
C: -1.900 0.220 -0.954  -0.210
C: -0.866 0.591 -2.129  -0.156
C: 0.684 0.437 -1.718  -0.052
C: 1.702 1.661 -1.648  -0.068
C: 1.064 3.113 -1.966  -0.169
C: -0.015 3.596 -0.882  -0.233
C: 0.592 4.068 0.527  -0.489
S: 1.285 2.709 1.582  0.853
C: -0.055 1.800 2.446  -0.946
S: -1.670 2.060 2.099  0.723
N: 0.397 0.826 3.488  -0.179
C: 0.444 -0.627 3.450  -0.020
C: 1.063 -0.973 4.843  -0.111
N: 1.365 0.225 5.645  0.011
C: 0.933 1.274 4.762  -0.136
C: 3.212 1.449 -1.295  -0.093
C: 4.274 2.635 -1.268  -0.556
Cl: 3.782 4.104 -0.282  0.616
C: 4.436 3.147 -2.826  -0.250
C: 4.566 4.739 -2.973  -0.194
C: 3.711 -0.020 -0.951  -0.097
N: 5.101 -0.148 -0.593  0.128
C: 5.470 -1.477 -0.252  -0.202
O: 6.804 -1.737 0.164  0.014
C: 4.456 -2.656 -0.285  -0.094
C: 5.024 -4.111 0.166  -0.069
C: 4.135 -5.333 -0.382  -0.624
N: 4.042 -5.362 -1.889  0.047
N: 4.906 -6.596 -0.009  0.012
N: 2.795 -5.470 0.284  0.058
N: 3.085 -2.609 -0.665  0.147
C: 2.763 -1.240 -0.979  -0.108
C: 1.253 -0.960 -1.388  -0.049
C: 0.253 -2.226 -1.460  -0.130
C: -0.122 -2.714 0.021  -0.152
F: -0.159 -4.173 0.012  -0.115
H: -2.768 5.044 4.692  0.075
H: -2.534 3.107 4.683  0.058
H: -5.108 4.858 3.751  0.105
H: -7.041 0.818 1.548  0.138
H: -5.492 0.355 2.478  0.132
H: -5.798 2.406 0.040  0.129
H: -4.355 2.457 1.181  0.073
H: -4.137 -0.325 0.445  0.077
H: -5.223 0.267 -0.939  0.095
H: -3.546 1.436 -2.008  0.123
H: -2.904 2.245 -0.413  0.061
H: -1.406 0.122 0.083  0.082
H: -2.372 -0.813 -1.170  0.091
H: -1.116 1.637 -2.522  0.097
H: -1.059 -0.157 -2.992  0.122
H: 0.479 2.964 -2.958  0.118
H: 1.862 3.905 -2.214  0.081
H: -0.850 2.850 -0.660  0.063
H: -0.538 4.528 -1.336  0.131
H: -0.296 4.518 1.126  0.079
H: 1.316 4.957 0.377  0.068
H: 0.122 -1.305 2.598  0.087
H: 1.318 -2.012 5.247  0.092
H: 1.099 2.320 5.176  0.131
H: 5.323 2.340 -0.937  0.098
H: 3.542 2.755 -3.420  0.101
H: 5.391 2.638 -3.234  0.119
H: 5.409 5.202 -2.332  0.075
H: 4.877 4.964 -4.069  0.080
H: 3.573 5.309 -2.827  0.060
H: 7.389 -1.112 -0.320  0.120
H: 6.133 -4.197 -0.088  0.121
H: 4.927 -4.109 1.323  0.134
H: 3.251 -5.979 -2.174  0.074
H: 4.880 -5.912 -2.175  0.074
H: 4.149 -7.306 0.092  0.072
H: 5.183 -6.415 0.983  0.065
H: 2.629 -4.694 0.956  0.070
H: 2.106 -5.271 -0.474  0.058
H: 0.887 -3.078 -1.926  0.120
H: -0.633 -2.072 -2.161  0.103
H: 0.751 -2.376 0.705  0.103
H: -1.094 -2.239 0.383  0.108
Br: -6.077 -2.347 -4.374  0.596
C: -6.928 -3.397 -2.969  -0.697
C: -6.828 -2.704 -1.633  -0.686
Br: -5.042 -2.887 -0.874  0.637
H: -6.461 -4.382 -2.981  0.053
H: -7.971 -3.490 -3.276  0.058
H: -7.494 -3.173 -0.906  0.059
H: -7.044 -1.636 -1.682  0.047

Structure (SMILES) ... C=CC(=O)OCCCCCCc1c(CCCSC(=S)n2ccnc2)c([C@H](Cl)CC)c2nc(O)c(CC(N)(N)N)nc2c1CCF.BrCCBr
Energy above the lowest of the compared OMol25 structures with the same formula, charge and spin ... 302.42 kcal per mole

---

Calculated maximum force (eV/A), listed in the same order as above: 0.4, 6.9
Calculated E_HOMO (eV), listed in the same order as above: -10.56, -8.34
Calculated orbital gap (eV), listed in the same order as above: 8.35, 7.37